Formula: C2H10NO3
Source: the Open Molecules 2025 dataset
Level of theory: ωB97M-V with the def2-TZVPD basis set

The calculation puts the HOMO-LUMO gap at 7.843 eV. As for the total charge: -1. The lowest unoccupied orbital energy is 4.1 eV. As for the energy above the lowest of the compared OMol25 structures with the same formula, charge and spin: 114.73 kJ/mol. The value obtained for the molecular weight is 96.106 g/mol.

Geometry as XYZ:
```
16
C2H10NO3 (ωB97M-V with the def2-TZVPD basis set)
C 2.1690 0.4526 -0.2952
N 0.8028 0.8970 -0.6662
C -0.2437 -0.0858 -0.7844
O -0.8828 -0.4442 0.3625
H 2.4512 1.3065 0.2830
H 2.7738 0.4580 -1.1569
H 2.3204 -0.4654 0.3129
H 0.4729 1.6656 -0.0405
H 0.3163 -1.0345 -0.9675
H -0.9170 0.1402 -1.6883
H -1.1836 -3.1468 0.4463
H -1.6848 -1.8917 0.4011
O -2.1125 -2.8144 0.2824
H -1.3235 0.8661 1.1778
H -1.5427 2.3420 0.7444
O -1.4158 1.7547 1.5885
```

Atomic partial charges in e from the natural (NBO) method, atoms 1 to 8: atom 1 (C): -0.411, atom 2 (N): -0.684, atom 3 (C): 0.117, atom 4 (O): -0.962, atom 5 (H): 0.183, atom 6 (H): 0.166, atom 7 (H): 0.173, atom 8 (H): 0.354